# 1
{
  "formula": "C6H10O2S4",
  "method": "ωB97M-V with the def2-TZVPD basis set",
  "e_lumo_ev": 0.183,
  "homo_ha": -0.3269,
  "energy_ev": -53816.9416,
  "relative_energy_kj_mol": 0.0,
  "smiles": "CCOC(=S)SSC(=S)OCC",
  "total_charge": 0,
  "elements": ["C", "C", "C", "C", "C", "C", "H", "H", "H", "H", "H", "H", "H", "H", "H", "H", "O", "O", "S", "S", "S", "S"],
  "coordinates": [[-1.220, 3.098, -0.382], [-2.117, 1.960, -0.221], [-1.975, -0.384, -0.334], [1.464, -0.241, 0.823], [3.351, -0.074, -0.633], [4.813, 0.504, -0.836], [-0.954, 3.051, -1.424], [-0.264, 3.167, 0.255], [-2.030, 3.951, -0.318], [-2.444, 2.033, 0.797], [-3.111, 2.043, -0.776], [3.331, -1.100, -0.695], [2.725, 0.255, -1.492], [5.059, 1.703, -1.196], [5.392, 0.527, 0.183], [5.246, -0.020, -1.854], [-1.394, 0.798, -0.509], [2.639, 0.267, 0.545], [-3.558, -0.614, -0.136], [-0.937, -1.827, -0.274], [0.858, -0.906, -0.749], [0.587, 0.016, 2.141]],
  "forces_ev_per_angstrom": [[-0.48, 2.54, -0.87], [-2.08, 0.20, 0.68], [-0.17, 0.20, 0.10], [-0.94, 0.22, -1.80], [0.52, 3.01, -2.05], [1.28, 2.22, -0.85], [0.69, 0.55, -0.53], [-1.91, -0.09, -0.65], [2.31, -0.83, 0.28], [-0.25, -1.05, 0.98], [1.58, -0.21, 0.05], [0.71, -2.49, -0.10], [0.59, 0.13, 0.29], [-1.81, -3.10, 1.09], [-0.63, -0.95, -2.24], [-0.68, 0.68, 3.20], [0.44, -1.76, 0.08], [1.74, 1.17, 1.63], [-0.65, -0.30, 0.17], [0.62, 1.48, -0.36], [-1.08, -1.44, 0.40], [0.18, -0.18, 0.48]],
  "lowdin_charge": [-0.086, -0.367, -1.256, -1.173, -0.336, -0.086, 0.066, 0.117, 0.128, 0.111, 0.130, 0.058, 0.080, 0.123, 0.089, 0.117, -0.228, -0.169, 0.713, 0.604, 0.637, 0.728]
}

***

# 2
{
  "formula": "C6H10O3",
  "method": "ωB97M-V with the def2-TZVPD basis set",
  "e_lumo_ev": 0.667,
  "homo_ha": -0.2846,
  "energy_ev": -12521.3602,
  "relative_energy_kj_mol": 522.2,
  "total_charge": 0,
  "elements": ["C", "C", "C", "C", "C", "C", "O", "O", "O", "H", "H", "H", "H", "H", "H", "H", "H", "H", "H"],
  "coordinates": [[0.801, 0.372, 0.072], [-1.204, -2.212, -0.934], [-0.827, -1.440, 0.270], [0.754, 2.151, -0.951], [-0.880, -1.769, 1.542], [0.338, 3.301, -0.470], [-0.429, 0.278, -0.287], [1.742, -0.389, -0.505], [1.126, 0.680, 1.352], [2.319, -0.771, 0.172], [0.442, 1.264, 1.705], [1.236, 2.006, -1.910], [-1.900, -1.634, -1.544], [-0.330, -2.433, -1.548], [-1.698, -3.150, -0.657], [-1.371, -2.687, 1.858], [-0.450, -1.177, 2.338], [0.558, 4.249, -0.958], [-0.228, 3.361, 0.455]],
  "forces_ev_per_angstrom": [[1.45, 6.34, -2.41], [-0.28, 0.34, -0.15], [-0.44, 1.86, -0.94], [1.32, -2.28, 1.21], [0.24, 0.49, 0.21], [0.00, 0.06, 0.08], [-2.55, -5.84, 1.64], [-0.05, -0.86, 0.03], [-0.02, -0.65, 0.76], [-0.01, 0.21, 0.00], [0.08, -0.05, -0.15], [0.15, 0.20, -0.06], [0.05, 0.00, -0.04], [0.01, 0.04, 0.06], [0.16, 0.09, 0.09], [0.32, -0.16, -0.32], [-0.27, 0.24, -0.10], [-0.36, -0.10, -0.15], [0.19, 0.07, 0.22]],
  "lowdin_charge": [-0.732, -0.064, -0.160, -0.023, 0.045, -0.081, 0.023, 0.113, 0.085, 0.132, 0.123, 0.059, 0.086, 0.087, 0.087, 0.076, 0.062, 0.043, 0.040]
}

***

# 3
{
  "formula": "C6H10O3V",
  "method": "ωB97M-V with the def2-TZVPD basis set",
  "e_lumo_ev": [-3.888, -3.816],
  "homo_ha": [-0.4131, -0.5010],
  "energy_ev": -38202.7614,
  "relative_energy_kj_mol": 176.7,
  "multiplicity": 5,
  "total_charge": 1,
  "elements": ["O", "V", "O", "C", "O", "C", "H", "H", "C", "C", "H", "H", "H", "C", "C", "H", "H", "H", "H", "H"],
  "coordinates": [[0.659, 0.499, 1.878], [-0.286, -1.544, 3.542], [-1.004, -0.959, 1.861], [-0.439, 0.038, 1.413], [-0.525, 0.370, 0.110], [-1.277, -0.486, -0.805], [-1.600, 0.228, -1.570], [-2.105, -0.905, -0.224], [-0.398, -1.552, -1.370], [-0.607, -2.852, -1.163], [0.453, -1.216, -1.969], [0.014, -3.606, -1.648], [-1.371, -3.201, -0.464], [1.287, 1.342, 0.488], [0.889, 2.671, -0.104], [2.206, 1.504, 1.059], [1.651, 0.618, -0.248], [0.445, 3.330, 0.652], [1.801, 3.154, -0.480], [0.208, 2.568, -0.958]],
  "forces_ev_per_angstrom": [[-0.15, 2.42, -1.37], [0.62, -0.66, 1.64], [-1.82, 0.57, -0.06], [1.79, -1.94, -3.99], [-2.26, -0.28, 1.12], [-0.35, 0.04, 0.25], [-0.21, -0.34, 0.16], [-0.05, 0.10, -0.46], [0.27, -0.28, 0.11], [0.23, 0.21, 0.16], [-0.36, -0.12, -0.06], [-0.16, 0.21, 0.22], [0.00, 0.09, -0.42], [4.85, 0.49, 1.45], [-1.34, -0.25, 0.26], [-0.21, 0.32, 0.18], [-0.98, -0.27, 0.38], [0.10, -0.04, -0.25], [0.01, -0.30, 0.33], [0.01, 0.04, 0.36]],
  "lowdin_charge": [0.060, 0.944, -0.100, -0.625, -0.060, -0.105, 0.142, 0.132, -0.142, 0.050, 0.113, 0.074, 0.076, -0.046, -0.049, 0.115, 0.129, 0.101, 0.106, 0.084]
}

***

# 4
{
  "formula": "C6H10O4",
  "method": "ωB97M-V with the def2-TZVPD basis set",
  "e_lumo_ev": 0.526,
  "homo_ha": -0.2903,
  "energy_ev": -14570.8342,
  "relative_energy_kj_mol": 335.5,
  "total_charge": 0,
  "elements": ["C", "C", "C", "C", "C", "C", "O", "O", "O", "O", "H", "H", "H", "H", "H", "H", "H", "H", "H", "H"],
  "coordinates": [[0.347, 0.183, 0.790], [1.653, -0.550, 0.430], [0.511, 1.666, 1.033], [-2.021, -0.182, -0.853], [0.761, -1.491, -0.262], [-0.640, 0.323, -1.119], [-0.330, -0.359, 1.896], [0.381, -0.996, -1.780], [0.137, -2.454, 0.061], [-0.333, 1.348, -1.663], [-0.637, -1.253, 1.689], [1.110, -0.512, -2.203], [2.210, -1.009, 1.250], [2.279, 0.051, -0.226], [1.016, 2.156, 0.204], [-0.461, 2.137, 1.171], [1.102, 1.818, 1.941], [-2.482, 0.454, -0.100], [-1.995, -1.206, -0.488], [-2.607, -0.126, -1.773]],
  "forces_ev_per_angstrom": [[-0.58, 1.44, -0.78], [-0.60, -0.37, -0.06], [0.16, -0.19, 0.10], [0.19, -0.69, -0.52], [-0.50, -1.10, -2.12], [0.32, 1.73, 2.27], [0.02, -0.10, -0.44], [0.40, -1.20, 1.57], [0.80, 1.02, -0.17], [0.04, -0.59, -0.08], [0.05, 0.01, 0.01], [-0.09, 0.08, 0.23], [-0.12, 0.08, -0.02], [-0.09, -0.09, 0.00], [-0.03, -0.06, -0.07], [-0.02, -0.02, 0.01], [-0.03, 0.03, 0.02], [0.19, 0.10, 0.02], [-0.12, -0.02, -0.02], [0.00, -0.06, 0.04]],
  "lowdin_charge": [-0.427, -0.013, -0.038, 0.008, -0.351, -0.407, -0.001, 0.012, 0.145, 0.053, 0.088, 0.122, 0.140, 0.133, 0.078, 0.090, 0.091, 0.101, 0.080, 0.097]
}

***

# 5
{
  "formula": "C6H10O7S",
  "method": "ωB97M-V with the def2-TZVPD basis set",
  "e_lumo_ev": 0.550,
  "homo_ha": -0.3173,
  "energy_ev": -31545.4283,
  "relative_energy_kj_mol": 410.5,
  "smiles": "OS[C@H]1OCCOO1.O=CCOC=O",
  "total_charge": 0,
  "elements": ["C", "C", "C", "C", "C", "C", "O", "O", "O", "O", "O", "O", "O", "S", "H", "H", "H", "H", "H", "H", "H", "H", "H", "H"],
  "coordinates": [[3.568, -0.734, -0.945], [-4.006, -0.047, -1.199], [4.697, -0.317, 0.020], [-5.066, -0.351, -0.206], [2.013, -0.310, 0.572], [-2.686, 0.950, 0.291], [-0.401, -0.256, 2.041], [2.515, 0.132, -0.641], [-3.257, 1.200, -0.806], [4.219, -0.436, 1.343], [-6.116, -0.774, -0.444], [2.870, 0.178, 1.578], [-2.497, -0.160, 0.766], [0.346, 0.659, 0.814], [3.848, -0.415, -1.922], [3.232, -1.850, -0.948], [-3.357, -0.870, -1.395], [-4.506, 0.173, -2.176], [5.654, -0.901, -0.037], [4.981, 0.730, -0.182], [-4.779, -0.051, 0.825], [-1.328, -0.353, 1.721], [1.698, -1.415, 0.587], [-2.427, 1.761, 0.891]],
  "forces_ev_per_angstrom": [[1.12, -0.79, -0.30], [-0.41, 1.43, -2.89], [-0.09, 0.00, -0.37], [2.95, 2.02, 2.36], [-2.45, 1.14, 0.72], [1.45, -1.85, 2.68], [1.34, 0.74, -0.51], [-1.50, -0.96, 0.23], [-2.36, -1.42, -2.15], [-0.45, -0.51, 1.13], [-3.48, -1.78, -1.29], [0.70, -0.95, -0.74], [-1.07, -0.08, -0.91], [1.37, -1.30, 0.90], [0.44, -0.31, -1.05], [0.77, 1.85, 0.22], [0.72, -0.46, 0.24], [0.50, 0.19, 0.85], [-1.08, 0.12, 0.25], [-0.31, -0.22, -0.13], [-0.27, -0.14, 0.00], [0.39, -0.16, -0.01], [1.00, 1.39, 0.23], [0.72, 2.08, 0.51]],
  "lowdin_charge": [-0.189, -0.048, -0.169, -0.278, -0.578, -0.419, -0.455, -0.134, 0.081, -0.079, 0.139, -0.052, -0.008, 0.964, 0.113, 0.163, 0.129, 0.157, 0.147, 0.130, 0.135, -0.047, 0.157, 0.142]
}

***

# 6
{
  "formula": "C6H10OS",
  "method": "ωB97M-V with the def2-TZVPD basis set",
  "e_lumo_ev": 0.809,
  "homo_ha": -0.3255,
  "energy_ev": -19266.2568,
  "relative_energy_kj_mol": 74.6,
  "smiles": "C[C@@]12CC[C@H](O)[C@@H]1S2",
  "total_charge": 0,
  "elements": ["C", "C", "C", "C", "C", "C", "H", "H", "H", "H", "H", "H", "H", "H", "H", "H", "O", "S"],
  "coordinates": [[-2.277, -0.188, 0.501], [-0.847, -0.180, -0.074], [-0.323, 1.090, -0.748], [1.187, 0.875, -0.708], [1.507, -0.119, 0.456], [0.229, -0.954, 0.590], [-3.070, 0.119, -0.163], [-2.183, 0.539, 1.356], [-2.520, -1.199, 0.911], [-0.601, 1.960, -0.064], [-0.677, 1.328, -1.687], [1.660, 1.825, -0.609], [1.489, 0.514, -1.668], [1.763, 0.419, 1.392], [2.284, -1.759, -0.221], [0.115, -1.568, 1.496], [2.632, -0.939, 0.141], [-0.367, -1.762, -0.899]],
  "forces_ev_per_angstrom": [[1.41, -0.06, 1.57], [-2.15, -0.74, -0.46], [0.75, 0.00, 4.00], [-0.37, 0.13, 0.37], [0.32, -0.29, -1.15], [0.41, 0.90, 0.78], [0.03, 0.17, -0.38], [-0.64, -0.60, -0.62], [0.21, 0.86, -0.31], [0.21, -0.98, -0.72], [-0.99, 0.11, -2.02], [0.69, 0.64, 0.34], [0.46, -0.74, -0.35], [-0.37, -0.32, -0.42], [0.03, -0.01, -0.22], [-0.24, 0.62, -0.31], [0.04, 0.27, 0.46], [0.20, 0.04, -0.58]],
  "lowdin_charge": [-0.076, -0.675, -0.156, -0.142, -0.351, -0.478, 0.069, 0.096, 0.084, 0.141, 0.087, 0.101, 0.103, 0.157, 0.064, 0.127, -0.049, 0.899]
}